ORCA calculation (ωB97M-V/def2-TZVPD) on a single C6H9NO3 molecule in a non-equilibrium geometry.

Each line ends with the natural charge from an NBO analysis.
Cartesian coordinates (Å):
1 C 0.34501 1.27153 -1.67811  -0.62
2 C 0.42586 0.43571 -0.44472  0.11
3 C 1.54565 0.15229 0.55807  -0.26
4 C 0.56496 0.50793 1.66821  -0.19
5 N -0.53213 0.56141 0.66814  -0.46
6 C -1.55991 -0.33666 0.81234  0.94
7 O -2.24654 -0.46287 1.80761  -0.59
8 O 0.08881 -1.88770 0.21027  -0.75
9 C 0.99326 -0.94688 -0.29645  0.07
10 H 0.37863 2.33896 -1.42080  0.22
11 H 1.19586 1.03858 -2.33134  0.22
12 H -0.58406 1.07357 -2.22887  0.23
13 H 2.58755 0.46597 0.51646  0.23
14 H 0.45118 -0.23751 2.46747  0.22
15 H 0.74587 1.49575 2.10829  0.21
16 H 1.62837 -1.28567 -1.11804  0.20
17 O -2.18700 -0.89614 -0.53588  -0.81
18 H -2.98975 -1.37505 -0.29999  0.50
19 H -0.85159 -1.91322 -0.46267  0.52

SMILES	C[C@@]12[C@H](O)[C@@H]1CN2C(=O)O
HOMO	-9.529	eV
energy above the lowest of the compared OMol25 structures with the same formula, charge and spin	260.5	kJ/mol

=====

ORCA calculation (ωB97M-V/def2-TZVPD) on a single C6H9NO4 molecule in a non-equilibrium geometry.

Each line ends with the natural charge from an NBO analysis.
Cartesian coordinates (Å):
1 C -2.37063 -0.19977 -0.19055  0.80
2 C -0.89517 -0.38166 -0.66927  -0.35
3 C -0.26736 1.08109 -0.76994  -0.24
4 C 0.98073 -0.09522 0.88226  -0.17
5 C -0.08479 -1.12742 0.49569  -0.40
6 C 2.23563 -0.26136 0.03855  0.75
7 H -1.43860 0.88337 1.16369  0.50
8 H -0.74765 -0.84333 -1.63938  0.25
9 H -1.07896 1.86249 -0.92528  0.23
10 H 0.47366 1.20580 -1.58280  0.21
11 H 0.60466 1.97533 1.18090  0.42
12 H 1.36609 -0.12582 1.90676  0.25
13 H 0.26002 -2.13190 0.24930  0.26
14 H -0.66304 -1.23963 1.41920  0.23
15 H 2.30973 1.58656 -0.30370  0.49
16 N 0.41277 1.16119 0.54905  -0.72
17 O -2.38710 0.54258 0.96469  -0.71
18 O -3.34637 -0.67152 -0.70377  -0.55
19 O 2.68450 0.78581 -0.68055  -0.66
20 O 2.85325 -1.33126 -0.08443  -0.58

SMILES	O=C(O)[C@H]1CN[C@H](C(=O)O)C1
HOMO	-9.866	eV
energy above the lowest of the compared OMol25 structures with the same formula, charge and spin	111.0	kJ/mol

=====

ORCA calculation (ωB97M-V/def2-TZVPD) on a single C6H9NO4S molecule in a non-equilibrium geometry.

Each line ends with the natural charge from an NBO analysis.
Cartesian coordinates (Å):
1 C 1.21013 0.63888 0.34377  0.67
2 C 1.02545 -1.74690 -0.76768  -0.44
3 C -1.32591 -1.71180 0.42383  -0.27
4 C 0.14116 -1.75017 0.57928  -0.26
5 C 1.04388 -0.73133 0.20853  0.04
6 C 1.78637 2.75302 -0.61185  -0.30
7 N -1.94918 -0.56951 0.98774  -0.72
8 O 0.74437 1.19556 1.34607  -0.60
9 O -3.18517 1.71327 0.40149  -0.85
10 O -2.55427 0.15009 -1.34564  -0.88
11 O 1.74393 1.29319 -0.69887  -0.50
12 S -2.15199 0.85514 -0.13730  1.88
13 H 1.87013 -2.39806 -0.67186  0.23
14 H 0.63000 -1.52776 -1.82050  0.24
15 H -1.53428 -1.80002 -0.65832  0.25
16 H -1.72194 -2.73739 0.94243  0.23
17 H 0.60078 -2.55600 1.27349  0.24
18 H 1.49616 3.02005 -1.64283  0.20
19 H 2.74152 3.32605 -0.36493  0.20
20 H 1.07989 3.04019 0.24970  0.23
21 H -1.69104 -0.45651 1.96344  0.40

HOMO (spin up / spin down)	-9.800 / -9.035	eV
energy above the lowest of the compared OMol25 structures with the same formula, charge and spin	359.8	kJ/mol

=====

ORCA calculation (ωB97M-V/def2-TZVPD) on a molecular structure, C6H9NO5V in a non-equilibrium geometry.

Each line ends with the natural charge from an NBO analysis.
Cartesian coordinates (Å):
1 V -0.18290 0.20619 -1.92846  1.67
2 O 1.18245 -1.42578 -1.48043  -0.73
3 C 0.94445 -1.85137 -0.10923  -0.09
4 C 0.86769 -0.63449 0.77846  -0.26
5 N -0.20933 0.24954 0.28615  -0.42
6 C 0.09752 1.67379 0.56417  -0.35
7 C 1.20010 2.12217 -0.38518  0.76
8 O 2.07847 2.88196 -0.15889  -0.48
9 O 1.06458 1.47551 -1.59022  -0.76
10 C -1.56060 -0.14053 0.74649  -0.36
11 C -2.52358 -0.26980 -0.41879  0.77
12 O -3.70000 -0.22582 -0.38873  -0.46
13 O -1.80544 -0.46245 -1.60055  -0.74
14 H 2.13107 -1.26382 -1.59641  0.52
15 H 0.01137 -2.41209 -0.13513  0.21
16 H 1.73125 -2.52700 0.22068  0.23
17 H 0.71065 -0.90704 1.82463  0.24
18 H 1.80734 -0.08213 0.72155  0.23
19 H -0.79301 2.27153 0.35914  0.25
20 H 0.42696 1.86027 1.58729  0.25
21 H -1.52421 -1.11422 1.23760  0.25
22 H -1.95484 0.57557 1.46586  0.26

net charge	+1
2S+1	3
HOMO (spin up / spin down)	-13.847 / -14.496	eV
energy above the lowest of the compared OMol25 structures with the same formula, charge and spin	54.9	kJ/mol

=====

ORCA calculation (ωB97M-V/def2-TZVPD) on a single C6H9NOS molecule in a non-equilibrium geometry.

Each line ends with the natural charge from an NBO analysis.
Cartesian coordinates (Å):
1 C 0.67712 0.19896 0.08724  0.19
2 C -0.43092 -0.71363 -0.00477  -0.23
3 C 2.10436 -0.22262 0.13395  0.07
4 C -0.62229 1.93777 -0.53188  -0.09
5 C -1.71901 1.59450 0.46813  -0.53
6 C -0.12057 -2.19259 -0.14442  -0.64
7 N 2.90647 0.75180 0.07196  -0.59
8 O 0.61778 1.56580 0.07103  -0.47
9 S -2.10676 -0.18113 0.08024  0.24
10 H 2.25385 -1.35445 0.07646  0.16
11 H -0.88929 1.44998 -1.53874  0.20
12 H -0.46120 2.95234 -0.63052  0.20
13 H -1.55565 1.43949 1.56408  0.25
14 H -2.74362 1.97487 0.27056  0.23
15 H -0.89441 -2.59145 -0.84979  0.22
16 H -0.18925 -2.84398 0.71560  0.22
17 H 0.80399 -2.45546 -0.47714  0.21
18 H 3.89435 0.52014 0.19506  0.34

SMILES	[H]/N=C/C1=C(C)SCCO1
HOMO	-7.665	eV
energy above the lowest of the compared OMol25 structures with the same formula, charge and spin	151.8	kJ/mol

=====

ORCA calculation (ωB97M-V/def2-TZVPD) on a single C6H9NS molecule in a non-equilibrium geometry.

Each line ends with the natural charge from an NBO analysis.
Cartesian coordinates (Å):
1 C -0.65310 1.77446 -0.18099  -0.62
2 C -0.87770 0.49668 0.61158  -0.28
3 C 0.18652 -0.62777 0.49283  -0.08
4 C -1.89470 -0.53865 0.06136  0.14
5 C 1.24449 -0.48196 -0.51491  -0.21
6 C 2.56426 -0.58110 -0.18139  -0.37
7 H -1.58194 2.35449 -0.08601  0.24
8 H 0.18761 2.39129 0.15666  0.22
9 H -0.51212 1.62693 -1.25439  0.21
10 H -1.12651 0.67015 1.66561  0.23
11 H 0.54727 -1.12444 1.40883  0.21
12 H -0.98865 -2.43423 -0.27861  0.41
13 H 0.98444 -0.19708 -1.55126  0.22
14 H 3.40339 -0.54157 -0.89980  0.20
15 H 2.95466 -0.82839 0.80805  0.19
16 N -0.92472 -1.46430 -0.02332  -0.57
17 S -3.51321 -0.49452 -0.23425  -0.15

SMILES	C=C[C@@H]1NC(=S)[C@@H]1C
HOMO	-8.246	eV
energy above the lowest of the compared OMol25 structures with the same formula, charge and spin	127.2	kJ/mol

=====

ORCA calculation (ωB97M-V/def2-TZVPD) on a single C6H9NS molecule in a non-equilibrium geometry.

Each line ends with the natural charge from an NBO analysis.
Cartesian coordinates (Å):
1 C 0.78847 -0.28318 0.16168  0.05
2 C 1.43926 1.01907 -0.29603  -0.44
3 C 0.10884 1.00502 0.44416  -0.26
4 C -1.31104 0.55748 -0.32722  -0.28
5 C -1.12228 -0.58119 -1.15860  -0.26
6 C 0.09085 -1.10895 -0.91147  -0.17
7 H 2.01468 -2.12562 0.75115  0.36
8 H 0.68368 -1.43558 1.82054  0.36
9 H 2.42909 1.33248 0.25661  0.24
10 H 1.69172 1.00672 -1.45199  0.21
11 H 0.16643 1.70670 1.33462  0.27
12 H -1.64882 1.37235 -1.08842  0.24
13 H -2.95979 1.50110 1.33824  0.12
14 H -1.97067 -1.19643 -1.68379  0.25
15 H 0.67139 -1.90384 -1.40028  0.22
16 N 1.62178 -1.12362 1.19363  -0.83
17 S -2.69360 0.25749 1.01715  -0.08

SMILES	N[C@@]12C=C[C@@H](S)[C@@H]1C2
HOMO	-9.003	eV
energy above the lowest of the compared OMol25 structures with the same formula, charge and spin	428.0	kJ/mol

=====

ORCA calculation (ωB97M-V/def2-TZVPD) on a single C6H9NS molecule in a non-equilibrium geometry.

Each line ends with the natural charge from an NBO analysis.
Cartesian coordinates (Å):
1 C -2.92059 0.07488 -0.46402  -0.40
2 C -1.85600 -0.67772 -0.26426  -0.16
3 C -0.93545 -0.42809 0.93911  -0.53
4 C 0.46434 -0.42236 0.43039  0.13
5 C 0.14289 1.99756 -0.14072  -0.26
6 C 1.57436 1.57865 -0.41357  -0.23
7 H -3.58828 0.01612 -1.25939  0.20
8 H -3.13195 0.86571 0.30589  0.19
9 H -1.51251 -1.50652 -0.93347  0.22
10 H -1.22628 0.41384 1.55133  0.23
11 H -0.92762 -1.29917 1.68275  0.24
12 H -0.61848 1.76179 -0.83497  0.21
13 H -0.09490 2.85151 0.50667  0.21
14 H 1.70881 0.91568 -1.32414  0.20
15 H 2.41013 2.21745 -0.25156  0.21
16 N 0.85001 0.92850 0.56601  -0.43
17 S 1.38835 -1.59209 -0.24542  -0.05

SMILES	C=CCC(=S)N1CC1
HOMO	-8.762	eV
energy above the lowest of the compared OMol25 structures with the same formula, charge and spin	256.1	kJ/mol